[1]
Formula: C5H12O2
Source: OMol25
Level of theory: ωB97M-V with the def2-TZVPD basis set

Calculated values
E_tot, hartree: -348.17897
Net charge: 0
Structure (SMILES): CC[C@@H](O)CCO
Relative energy (zero: lowest compared OMol25 entry of this formula, charge and spin), eV: 0.703
F_max, eV/Å: 0.38

```
19
Properties=species:S:1:pos:R:3:forces:R:3
C 2.6743 -0.4680 0.5482 0.0382 -0.0352 0.0322
C 1.5850 0.0439 -0.3880 -0.0089 0.0197 -0.0559
C 0.1837 -0.3752 0.0528 0.0910 -0.0907 -0.3552
O 0.0248 0.0204 1.4013 -0.1940 0.0840 0.1385
C -0.8706 0.2223 -0.8922 0.0007 0.0543 0.0068
C -2.3056 0.1543 -0.3944 0.0385 -0.2295 -0.3009
O -2.4169 1.0069 0.7459 -0.3075 0.0225 0.1660
H 3.6656 -0.1451 0.2129 -0.1422 -0.0564 0.0487
H 2.5066 -0.0845 1.5583 0.0561 -0.0786 -0.1401
H 2.6726 -1.5632 0.5988 0.0040 0.1346 -0.0177
H 1.7610 -0.3020 -1.4159 -0.0413 0.0191 0.1397
H 1.6081 1.1421 -0.4079 -0.0013 -0.1430 -0.0123
H 0.1094 -1.4781 -0.0076 -0.0029 0.1581 0.0555
H -0.8826 0.3403 1.5215 0.1762 0.0331 0.0227
H -0.8176 -0.3123 -1.8496 0.0262 0.0958 0.1322
H -0.6340 1.2742 -1.0958 -0.0102 -0.0921 0.0654
H -2.5770 -0.8794 -0.1320 0.0573 0.1332 -0.0003
H -2.9900 0.4958 -1.1836 0.1067 -0.0692 0.1164
H -3.2968 0.9075 1.1273 0.1134 0.0402 -0.0418
```
Positions in Å, forces in eV/Å.


[2]
Formula: C11H17Hg2N2O6Rb
Source: OMol25
Level of theory: ωB97M-V with the def2-TZVPD basis set

Calculated values
E_tot, hartree: -1320.36793
Net charge: +2
F_max, eV/Å: 3.12

```
39
Properties=species:S:1:pos:R:3:forces:R:3
Hg 2.2996 0.7722 -2.1671 1.1723 0.3716 2.0219
Hg 3.1838 -1.5771 0.2284 2.0643 0.6209 2.2559
Rb 1.6299 -2.6841 -3.6487 -0.1660 -0.4064 -0.1088
O 1.5259 -1.0791 -1.1345 -0.1283 -0.1918 -1.0943
H 0.7606 -0.8368 -0.5907 0.1098 -0.0070 0.0710
O 3.8644 0.5829 -0.4776 -0.1149 -1.2210 -0.2199
C 4.8002 1.0100 0.5121 -0.2426 1.6145 0.1965
C 5.6492 -0.1050 1.2386 -0.1710 -1.5306 -1.0760
O 4.9993 -1.2998 1.6536 -2.1555 0.5821 -1.6269
H 4.2887 1.5869 1.2861 -0.3449 -0.0970 -0.0124
H 5.5262 1.7018 0.0820 0.1605 -0.1433 -0.1307
H 6.1115 0.3298 2.1270 -0.1126 0.2149 -0.0010
H 6.4466 -0.3969 0.5493 0.0897 0.2101 -0.1350
C 1.5640 0.3439 2.6614 -0.2543 0.8778 -0.3991
O 1.7634 -0.6406 1.9522 -0.3622 -0.4311 -0.5816
N 0.6596 1.3104 2.4213 0.4877 -0.2494 1.6905
C 0.5327 2.3690 3.4522 -0.2522 0.3565 -1.1303
C -0.3063 1.3212 1.3429 0.8198 0.1235 -0.0819
H 2.1847 0.5542 3.5425 -0.1014 -0.1926 -0.0026
H 0.2714 3.2679 2.8922 -0.0493 0.1627 0.2579
H 1.4864 2.5702 3.9331 -0.0617 -0.2557 0.1167
H -0.2632 2.1662 4.1666 0.1023 -0.1487 0.0460
H -0.0951 2.2115 0.7461 -0.2400 -0.0016 -0.1722
H -0.1278 0.4315 0.7420 -0.3336 -0.0369 0.0283
H -1.3317 1.3803 1.7042 0.0264 -0.1908 0.0543
C -2.4671 -1.4790 -1.1984 -0.2489 1.1560 0.4459
C -3.3438 -0.5255 -0.6541 0.4728 -0.5057 -0.5456
C -4.5248 -0.2462 -1.3113 -1.3306 -0.3087 0.1806
C -4.8164 -0.8849 -2.5046 0.4820 -0.0194 0.4339
C -3.8675 -1.6769 -3.1172 -0.3698 -0.8175 -0.7563
C -2.7112 -2.0429 -2.4466 0.1693 0.4849 0.7857
N -6.1727 -0.7692 -3.1074 -0.3876 0.9789 -1.5567
O -6.3942 -1.4099 -4.1167 0.5977 -0.5967 0.3350
O -6.9605 0.0478 -2.6818 0.5699 -0.0973 1.0368
H -1.5999 -1.6648 -0.5753 0.1743 -0.5554 -0.2722
H -3.0882 -0.0637 0.2885 -0.2276 0.0118 0.0749
H -5.3531 0.2996 -0.8759 0.3043 0.3943 0.1470
H -4.0939 -2.0793 -4.0957 -0.0618 -0.1430 0.0654
H -2.0306 -2.7956 -2.8187 -0.0862 -0.0129 -0.3408
```
Positions in Å, forces in eV/Å.


[3]
Formula: C9H12NOS
Source: OMol25
Level of theory: ωB97M-V with the def2-TZVPD basis set

Calculated values
E_tot, hartree: -877.97349
Net charge: +1
Relative energy (zero: lowest compared OMol25 entry of this formula, charge and spin), eV: 2.755
F_max, eV/Å: 6.97

```
24
Properties=species:S:1:pos:R:3:forces:R:3
C 0.1684 -1.6377 -0.1765 0.5678 0.4551 -0.1129
C 1.3022 -0.9090 -0.3491 -0.4151 -1.3837 0.2555
C 0.2897 1.1781 -0.6844 -6.1172 -3.2019 0.9422
C -1.1309 -1.0653 -0.1978 -0.3050 0.4950 -0.0186
C -1.3303 0.2458 -0.4165 5.1361 2.6608 -0.9166
C -2.4236 -1.7884 0.0344 -0.1125 -0.2312 -0.0533
C -3.4415 -0.7289 0.4654 -0.0557 0.1378 -0.4269
C 3.1060 1.4746 0.7566 -0.0357 -0.0757 -0.1721
C 2.6552 1.0841 -0.6487 1.0873 0.6138 0.3083
N 1.3400 0.4438 -0.5856 -0.3910 0.5166 -0.2920
O -3.0055 1.9081 0.7275 -0.1738 1.0573 0.7394
S -3.0182 0.9175 -0.3299 0.5312 -1.3829 -0.1688
H 0.2659 -2.6962 0.0113 0.1161 -0.0809 -0.0044
H 2.2677 -1.3883 -0.2966 0.0613 0.1058 -0.0251
H 0.2488 2.2382 -0.8383 0.3856 0.2765 -0.0784
H -2.7361 -2.2605 -0.9013 0.0183 -0.0511 0.0702
H -2.3217 -2.5743 0.7832 -0.0169 -0.0127 -0.0185
H -4.4571 -0.9898 0.1807 -0.0626 0.0481 -0.0010
H -3.4045 -0.5449 1.5386 0.0685 0.2252 -0.0258
H 2.4068 2.1773 1.2037 -0.0433 0.0637 0.0420
H 4.0818 1.9485 0.7010 0.0678 0.0284 -0.0025
H 3.1857 0.6033 1.4021 0.0166 -0.0728 0.0591
H 3.3676 0.3915 -1.1010 -0.2382 0.0155 -0.0698
H 2.5835 1.9726 -1.2790 -0.0894 -0.2069 -0.0301
```
Positions in Å, forces in eV/Å.


[4]
Formula: C17H18N2O4
Source: OMol25
Level of theory: ωB97M-V with the def2-TZVPD basis set

Calculated values
E_tot, hartree: -1069.00073
Net charge: 0
Structure (SMILES): CCOC(=O)NC1(Nc2ccc(C)cc2)Oc2ccccc2O1
Relative energy (zero: lowest compared OMol25 entry of this formula, charge and spin), eV: 4.053
F_max, eV/Å: 5.45

```
41
Properties=species:S:1:pos:R:3:forces:R:3
C 0.7373 -3.3760 -3.0122 -1.5012 -0.4860 -0.5702
C -0.5623 -3.0230 -2.2647 2.6876 1.9253 1.4915
O -0.6870 -1.5493 -1.9743 -0.2827 -0.0614 -0.4109
C -1.6768 -1.1778 -1.1285 -0.3008 -3.5683 2.4327
O -2.4800 -1.9150 -0.5608 -0.0075 -1.2177 -2.0272
N -1.6395 0.0182 -0.5498 -0.4234 2.4043 -1.2217
C -0.4868 0.8005 -0.5602 2.1468 1.1364 0.3945
N 0.6251 0.0520 0.0094 -0.7488 2.1104 0.6470
C 0.7680 -0.3712 1.3243 -2.0003 0.8877 -0.9921
C -0.0323 0.1010 2.3781 0.8267 0.6841 -0.7688
C 0.2877 -0.2796 3.6523 1.0804 -2.4720 0.9571
C 1.2254 -1.2932 3.9101 0.0951 -1.4334 -3.0539
C 1.2717 -2.0498 5.2016 0.9701 1.3780 0.9373
C 1.9548 -1.8686 2.7163 -1.6767 0.9471 5.0974
C 1.6862 -1.3735 1.5083 1.4775 -0.8296 -0.4873
O -0.8923 2.0512 0.0765 0.9377 -0.4768 0.2873
C -0.8440 3.0158 -0.8894 -0.0175 -0.3755 -1.9735
C -1.0765 4.3690 -0.7580 -1.0221 0.8425 -1.0366
C -1.1102 5.1874 -1.9390 2.2009 -4.4102 -1.1618
C -0.6127 4.6209 -3.1913 -1.6301 -0.6145 4.8249
C -0.2603 3.2788 -3.2578 -0.9681 -1.1494 2.3245
C -0.4898 2.4254 -2.1573 1.1444 2.4826 2.4475
O 0.0612 1.1937 -1.8138 -1.4514 -0.5070 -1.1290
H 0.7627 -2.9470 -4.0233 -0.0286 -0.1474 0.2599
H 1.5405 -2.9480 -2.4431 0.6560 -0.1776 0.2020
H 0.8021 -4.5192 -3.1089 0.0255 1.7544 0.3402
H -1.4486 -3.3057 -2.6317 -3.0940 -1.0805 -2.1725
H -0.5344 -3.4888 -1.3183 0.2021 -0.4688 1.3155
H -2.2752 0.0877 0.2448 0.3598 0.1430 -0.5396
H 1.1366 -0.4197 -0.6908 0.5501 -0.3308 -0.5872
H -0.8180 0.8447 2.3202 0.1656 0.0208 -0.7288
H -0.3061 0.0209 4.4883 -0.3426 0.4530 0.3492
H 0.7361 -2.9955 5.2795 0.1962 -0.0829 -0.5329
H 2.3437 -2.1385 5.4073 -0.1599 -0.7262 0.3637
H 0.8917 -1.4382 6.0343 -0.0280 -0.0213 -0.2633
H 2.6524 -2.6899 2.8742 -0.1399 0.1999 -0.0443
H 2.3094 -1.8476 0.7560 -0.4637 0.5594 -0.7891
H -1.4155 4.8333 0.1652 0.2087 -0.3506 0.0270
H -1.5126 6.1339 -1.8708 -0.4942 1.9742 -0.0039
H -0.7045 5.1260 -4.0646 0.0839 1.7805 -2.3916
H 0.0727 2.8546 -4.1377 0.7665 -0.6956 -1.8130
```
Positions in Å, forces in eV/Å.


no.,gap between HOMO and LUMO (eV)
1,10.50
2,3.74
3,8.17
4,8.31